Entry 1:
81
Properties=species:S:1:pos:R:3:forces:R:3 method="wB97M-V/def2-TZVPD" relative_energy_kj_mol=43.7 total_charge=+4 lumo_ha="-0.3935 / -0.5397" homo_lumo_gap_ev="7.671 / 5.364" multiplicity=6 homo_energy_ev="-18.38 / -20.05" e_tot_ev=-71112.418
Ir -0.17093 0.45302 -0.84049 0.6 -0.4 2.7
P -1.37727 0.37494 1.06149 -1.8 0.2 1.9
P -1.54536 0.12621 -2.52392 -1.2 0.2 -0.5
P 0.27667 2.71190 -0.34553 1.0 1.6 -0.5
H 3.13299 -0.27284 -0.27793 0.7 0.0 1.1
C 3.06493 0.37730 0.60827 -1.0 -0.3 -0.2
C 2.31601 0.13627 1.69487 -0.8 0.5 -0.6
H 1.87062 -0.82505 1.97396 0.3 0.2 -0.3
C -1.72390 -1.21765 1.89341 -0.1 0.1 -0.1
C -3.03009 1.07723 0.70271 -0.1 -0.3 0.3
C -0.95484 1.39405 2.53303 0.1 -0.3 -0.2
C -0.78139 -0.20951 -4.11356 0.0 -0.1 -0.7
C -2.74732 -1.09809 -1.93467 -0.5 -0.4 -0.5
C -2.42095 1.70269 -2.64278 -0.3 0.3 -0.3
C 1.43765 3.30230 0.94247 -0.1 -0.1 0.2
C -1.23912 3.75353 -0.13045 0.0 -0.3 0.1
C 1.02078 3.50566 -1.83033 -0.1 0.0 0.1
H 3.46905 1.36035 0.43372 0.1 0.2 0.1
H 1.87453 0.97216 2.25814 1.2 -0.4 0.3
H -0.80261 -1.61136 2.35742 -0.5 0.2 -0.1
H -2.14292 -1.95462 1.19336 0.0 0.4 0.5
H -2.46440 -1.02427 2.68251 0.2 -0.1 -0.1
H -3.52763 0.64241 -0.16791 0.1 0.1 0.4
H -2.95425 2.15913 0.57515 -0.1 -0.3 0.1
H -3.61864 0.86662 1.59742 -0.3 0.2 -0.1
H -0.03950 1.02084 3.01657 -0.4 0.2 -0.1
H -1.81307 1.23438 3.20300 0.3 0.2 0.0
H -0.87545 2.46441 2.30344 0.0 -0.5 0.2
H -0.78482 0.71182 -4.71146 -0.2 -0.2 0.1
H -1.33579 -0.97595 -4.65183 -0.1 0.0 -0.2
H 0.26230 -0.52212 -4.03872 -0.5 -0.1 0.3
H -3.71692 -0.90267 -2.40092 -0.1 -0.2 0.0
H -2.88272 -1.05906 -0.84573 0.2 0.1 -0.5
H -2.44665 -2.11599 -2.18201 0.0 0.0 -0.2
H -2.96800 1.73555 -3.58581 -0.2 0.0 -0.1
H -1.73733 2.55694 -2.61929 0.0 -0.3 -0.3
H -3.12487 1.81781 -1.81678 0.0 -0.1 -0.2
H 1.43776 4.40183 0.90183 -0.1 -0.3 0.0
H 2.45798 2.95130 0.75683 -0.4 0.1 -0.1
H 1.13878 2.98063 1.94541 0.1 0.2 -0.2
H -0.93715 4.80398 -0.22623 0.1 -0.2 0.0
H -1.71024 3.62220 0.84992 0.2 0.1 -0.3
H -1.97037 3.53518 -0.91546 0.2 0.2 0.3
H 0.73712 4.56203 -1.80318 0.1 -0.1 -0.2
H 0.66726 3.05641 -2.76654 0.0 0.2 0.2
H 2.11438 3.43360 -1.79462 -0.3 0.0 0.1
C 2.64126 1.05860 -3.27222 -0.7 -1.0 1.2
C 2.35289 0.98690 -4.65080 0.2 0.7 -2.0
C 2.88778 1.95410 -5.51072 -1.0 -1.8 0.3
C 3.79222 2.90368 -5.02023 0.1 0.8 -0.3
C 4.19547 2.86630 -3.68117 0.5 -0.7 1.9
C 3.72520 1.86085 -2.83476 0.6 1.4 -0.3
O 1.85572 0.35613 -2.38767 2.0 1.2 -1.9
H 1.39495 0.91555 -1.52956 1.7 -0.3 -1.2
H 1.72811 0.19636 -5.07467 0.1 0.5 0.3
H 2.61148 1.95127 -6.56528 0.1 0.0 0.3
H 4.19670 3.66963 -5.68434 0.0 -0.2 0.1
H 4.90166 3.61256 -3.28577 -0.2 -0.5 -0.4
H 4.14744 1.70663 -1.84223 -0.3 0.3 -0.1
C 1.44987 -4.80852 0.35189 0.3 -1.4 1.2
N 0.08658 -4.60752 -0.17855 1.4 1.1 -0.8
C 0.11857 -5.02036 -1.59138 0.2 -0.1 -0.2
N 1.03500 -4.17004 -2.40026 -0.1 0.0 1.2
C 2.37738 -4.40431 -1.84715 0.8 -0.7 -0.9
N 2.45222 -4.03053 -0.41837 -3.0 1.1 -0.7
C 2.31423 -2.58743 -0.19833 1.0 -0.6 0.2
P 0.64402 -1.93094 -0.76883 0.0 -0.6 -0.6
C -0.37055 -3.25424 0.09463 0.1 -0.1 0.6
C 0.71841 -2.74981 -2.46423 0.3 0.2 0.0
H 1.67787 -5.87717 0.22703 0.1 0.4 0.3
H 1.48590 -4.51694 1.41147 0.1 -0.2 -0.4
H -0.88808 -5.07139 -2.03567 0.3 0.1 0.2
H 0.59505 -6.02259 -1.58116 -0.8 0.4 -0.3
H 3.11178 -3.83962 -2.43159 0.0 -0.2 0.3
H 2.56251 -5.48581 -1.92901 0.3 0.5 0.0
H 2.44110 -2.36224 0.86773 0.0 -0.2 -0.3
H 3.11385 -2.09437 -0.76392 -0.2 -0.1 0.1
H -1.43914 -3.14148 -0.14264 0.4 -0.1 -0.1
H -0.21116 -3.07769 1.17064 -0.4 -0.2 -0.4
H 1.54549 -2.23911 -2.98185 -0.4 -0.2 -0.1
H -0.20648 -2.57446 -3.02883 0.2 -0.2 0.2

***

Entry 2:
16
Properties=species:S:1:pos:R:3:forces:R:3 method="wB97M-V/def2-TZVPD" relative_energy_kj_mol=277.9 total_charge=+1 lumo_ha=-0.1860 homo_lumo_gap_ev=8.757 multiplicity=1 homo_energy_ev=-13.82 e_tot_ev=-14911.390
C -1.71266 -0.95922 1.43370 -2.3 -1.3 0.7
C -0.34375 -0.36882 1.18346 -1.9 1.9 0.0
N 0.22638 -1.11948 0.15878 5.1 -0.7 -8.5
C 0.81645 -1.14570 -0.90095 -1.3 0.2 3.4
C 1.50893 -0.71973 -2.27534 -0.9 -0.4 -0.6
C 1.39818 0.87368 -2.12309 2.7 -1.4 -0.8
I 0.12164 -1.61447 -3.90762 1.1 0.7 1.4
H -1.69830 -2.06458 1.75583 0.2 1.8 -0.1
H -2.38346 -0.98663 0.53260 1.1 0.3 0.4
H -2.33150 -0.33997 2.13279 0.9 -0.7 -0.2
H 0.37266 -0.38662 2.00273 -0.3 0.2 0.3
H -0.49839 0.67753 0.69865 0.6 -1.5 1.3
H 2.54015 -1.04845 -2.65049 -1.6 -0.3 1.6
H 1.29619 0.85400 -1.08214 -0.7 1.5 1.6
H 0.52566 1.12958 -2.68005 -0.3 1.0 -0.1
H 2.41515 1.46582 -2.29102 -2.3 -1.5 -0.3

***

Entry 3:
14
Properties=species:S:1:pos:R:3:forces:R:3 method="wB97M-V/def2-TZVPD" relative_energy_kj_mol=92.6 lumo_ha="-0.0760 / -0.0790" homo_lumo_gap_ev="7.014 / 6.463" multiplicity=1 homo_energy_ev="-9.08 / -8.61" e_tot_ev=-49745.790
C 1.10562 2.17704 -0.77898 -1.4 1.6 -0.8
C 1.14957 -2.20590 0.66916 0.8 -0.4 -0.8
O 0.03801 1.52456 -0.10809 -0.4 -1.4 0.6
O 0.94452 -0.88159 0.13745 -1.0 0.9 0.8
P 0.04130 0.29309 0.98809 -0.1 -0.3 -1.8
S -1.91387 -0.04893 1.29183 1.6 0.0 0.4
S -5.07936 0.49650 -1.35523 -0.6 0.7 -0.5
Cl -3.98879 -0.79084 -0.42583 0.2 -0.8 0.1
H 1.79247 2.49535 -0.01464 0.7 0.4 -0.1
H 0.57642 3.09835 -1.29292 1.3 -1.7 1.0
H 1.57538 1.56623 -1.55207 -0.1 -0.1 0.2
H 0.46288 -2.95653 0.22544 0.3 0.7 0.2
H 1.09010 -2.24725 1.73114 -0.5 0.2 1.0
H 2.20573 -2.52009 0.48465 -0.8 0.4 -0.4

***

Entry 4:
90
Properties=species:S:1:pos:R:3:forces:R:3 method="wB97M-V/def2-TZVPD" relative_energy_kj_mol=127.3 lumo_ha=0.0121 homo_lumo_gap_ev=9.737 multiplicity=1 homo_energy_ev=-9.41 e_tot_ev=-50771.504
C -1.30350 -0.25292 3.34329 0.2 0.7 -0.6
C -0.60794 1.10740 3.49479 0.6 0.5 -0.1
C -1.53733 2.21650 4.01077 -0.3 -1.0 0.3
C 0.55241 0.88313 4.47556 0.7 1.7 0.4
C 1.52012 2.08956 4.52360 0.1 -0.8 -1.2
C 2.11920 2.14446 3.10659 -0.2 0.5 1.0
C 1.05989 2.44449 2.04149 1.3 1.3 -0.5
C 0.66859 3.93727 2.17641 0.1 1.1 0.0
C 1.80027 2.27551 0.68501 -0.6 0.1 -1.3
N -0.04401 1.50747 2.15269 0.1 -1.6 0.5
O -1.08422 1.76479 1.23316 0.0 0.5 0.3
H -1.54097 -0.72742 4.29354 -0.3 0.3 0.1
H -2.17604 -0.07361 2.71199 -0.2 -0.6 0.1
H -0.58772 -0.91768 2.85953 -0.2 -0.1 -0.2
H -1.92740 1.78278 4.93515 -0.1 0.6 0.2
H -1.04560 3.17179 4.17047 0.1 -0.1 0.2
H -2.40633 2.38998 3.37185 0.0 -0.1 -0.1
H 0.19642 0.73324 5.49601 -0.4 -0.5 -0.2
H 1.19222 0.06427 4.14702 -0.4 -0.4 0.1
H 1.06787 3.05791 4.73502 -0.2 -0.2 0.3
H 2.31997 1.90921 5.24138 -0.1 0.0 0.1
H 2.63008 1.21061 2.86955 0.1 0.0 0.1
H 2.82406 2.97864 3.11393 0.2 -0.2 -0.5
H -0.40143 4.14812 2.12411 0.0 0.0 -0.1
H 1.17354 4.54930 1.42612 -0.4 -0.3 -0.5
H 1.04735 4.48651 3.04651 -0.3 -0.7 0.5
H 2.58887 1.52581 0.68830 -0.1 -0.1 0.2
H 2.20306 3.19422 0.25119 0.4 0.2 0.8
H 1.14540 2.04559 -0.16461 -0.4 -0.5 0.5
H -1.52211 2.57554 1.55160 0.0 -0.2 -0.3
O -0.85123 -4.96523 1.95863 -0.7 0.2 0.1
C -1.68735 -4.40603 2.96867 0.1 -0.5 0.7
C -0.78712 -4.08328 4.16352 -0.5 0.7 -0.4
O -1.59395 -3.60924 5.24064 0.2 -0.2 0.0
H -0.45991 -5.72878 2.39572 0.2 -0.1 -0.4
H -2.22509 -3.51954 2.63019 0.5 0.1 -0.3
H -2.49103 -5.09653 3.25702 0.2 -0.1 0.1
H -0.10954 -3.29640 3.81581 0.2 -0.1 0.1
H -0.19284 -4.95968 4.44054 -0.1 -0.1 0.1
H -1.01910 -3.47995 6.00146 -0.1 0.0 0.0
O 0.83137 -0.78820 0.79980 -0.5 0.6 -0.2
C 0.10713 -0.75508 -0.42539 1.1 -2.1 -0.4
C -1.30234 -1.31792 -0.33021 -1.1 0.6 0.1
O -2.30134 -0.28535 -0.53271 0.3 -0.2 0.1
H 0.48171 -0.04852 1.34373 0.4 0.0 0.1
H 0.18184 0.15242 -1.02653 -0.3 0.4 0.5
H 0.67381 -1.46244 -1.04854 -0.1 0.0 0.0
H -1.53024 -1.77757 0.63922 0.6 0.0 0.0
H -1.50733 -2.09452 -1.07418 0.2 0.2 -0.1
H -2.12301 0.34423 0.18500 -0.2 0.1 -0.3
O 0.13014 0.28836 -3.49293 -0.3 0.2 0.2
C 0.61251 -0.90792 -4.03422 1.7 -1.2 -0.2
C 0.44639 -1.06987 -5.53469 -1.4 -0.6 0.6
O 1.36549 -0.23097 -6.18513 0.4 0.0 -0.4
H -0.83536 0.23758 -3.52475 0.0 0.0 -0.2
H 1.70453 -0.97784 -3.93141 0.1 0.9 0.2
H 0.40292 -1.81665 -3.45203 -1.2 0.1 -0.2
H -0.60225 -0.93044 -5.82579 0.1 0.6 0.0
H 0.57836 -2.13391 -5.77198 0.7 0.1 -0.1
H 0.94518 0.43215 -6.73341 -0.3 -0.1 0.0
O 0.07231 3.39895 -2.33707 -0.1 0.3 0.4
C 1.04882 3.36045 -3.36280 0.1 0.1 -1.1
C 1.41512 4.80983 -3.69263 0.6 0.0 1.0
O 1.94077 5.38859 -2.47350 -1.1 0.1 -0.3
H -0.13785 2.50547 -2.04964 0.1 -0.1 -0.1
H 1.96898 2.85016 -3.07018 -0.1 -0.1 0.2
H 0.60681 2.83094 -4.21355 0.3 0.1 -0.2
H 0.54981 5.36414 -4.06949 0.0 0.0 0.1
H 2.25062 4.96261 -4.37643 -0.3 -0.6 -0.3
H 1.17730 5.33251 -1.87659 0.5 0.1 0.2
O -2.65705 -1.43506 -3.50595 1.0 0.1 -0.3
C -3.65869 -0.78295 -4.27257 -0.6 -0.8 0.6
C -3.68011 0.71876 -4.14720 0.7 -0.2 -0.6
O -2.58041 1.15263 -4.97897 0.0 0.2 0.5
H -2.52199 -1.04330 -2.63289 -0.5 0.2 0.0
H -3.48424 -1.04335 -5.31623 0.1 0.0 0.0
H -4.59693 -1.26489 -3.97215 -0.3 0.5 -0.2
H -3.55042 1.00063 -3.09945 0.0 0.2 0.0
H -4.60008 1.14513 -4.54495 -0.2 -0.1 0.1
H -2.25997 2.01801 -4.70106 -0.2 0.0 0.0
O 1.92711 -3.83675 1.19670 0.5 0.4 -1.2
C 1.78392 -4.50067 -0.09572 0.7 -0.1 1.7
C 2.99507 -4.16900 -0.95816 -0.8 0.8 0.3
O 4.19886 -4.60047 -0.36469 0.1 0.1 -0.3
H 2.01585 -2.91312 0.91392 -0.3 0.2 0.8
H 1.83883 -5.54600 0.21347 -0.7 -0.1 -0.6
H 0.84438 -4.11129 -0.49161 -0.1 -0.7 -0.5
H 2.91769 -3.07063 -1.02329 0.6 0.0 -0.3
H 2.93451 -4.53573 -1.98161 -0.1 -0.3 0.1
H 4.47390 -3.92097 0.25620 0.0 -0.2 0.2